(1)
Here is C19H16AlBr2N3O4 as an isolated structure in a non-equilibrium geometry from the Open Molecules 2025 dataset. Energies are from wB97M-V/def2-TZVPD.

Geometry (Å):
C  5.70  -3.07  -1.65
C  4.28  -3.08  -1.44
C  2.70  -2.80  -1.02
N  2.07  -1.53  -1.51
C  0.65  -1.35  -1.03
C  -0.11  0.06  -1.49
C  0.66  1.19  -2.44
O  2.00  1.42  -2.37
O  -0.06  2.04  -3.44
C  -1.68  0.38  -0.99
C  -2.49  1.76  -1.34
C  -1.75  3.11  -0.68
O  -0.67  2.74  0.26
C  0.42  3.74  0.26
O  0.27  5.05  -0.03
C  1.96  3.27  0.68
C  1.96  2.22  1.95
C  -2.46  -0.74  -0.09
C  -4.03  -0.61  0.45
Br  -5.56  -1.37  -0.65
C  -4.37  0.05  1.74
C  -3.21  0.73  2.72
Br  -6.29  0.16  2.42
C  -1.68  -2.12  0.32
C  -0.10  -2.47  -0.12
N  0.45  -3.78  0.36
C  1.88  -3.87  -0.11
N  2.65  -5.14  0.32
H  6.82  -2.75  -1.83
H  -3.62  1.77  -1.00
H  -2.50  1.93  -2.52
H  -2.59  3.64  -0.03
H  -1.39  3.76  -1.59
H  2.56  2.83  -0.24
H  2.58  4.23  1.03
H  1.02  2.36  2.66
H  2.94  2.46  2.57
H  2.08  1.11  1.57
H  -3.57  0.60  3.84
H  -2.22  0.11  2.62
H  -3.11  1.86  2.42
H  -2.25  -2.94  0.96
H  1.88  -5.84  0.47
H  3.25  -5.49  -0.47
Al  4.91  -5.65  -1.54

As for the charge: +2. The HOMO energy is -0.5195 Eh. For the LUMO energy, the calculation gives -11.1 eV. As for the spin multiplicity: 1.



(2)
Here is a 3-piece molecular cluster, C5H13NO2 overall in a non-equilibrium geometry from the Open Molecules 2025 dataset. Energies are from wB97M-V/def2-TZVPD.

Geometry (Å):
H  -0.36  1.33  2.72
N  -0.34  0.47  2.16
C  -0.04  0.69  0.94
C  0.31  2.03  0.34
H  0.52  -0.29  0.26
H  -0.07  2.86  0.94
H  -0.08  2.09  -0.68
H  1.40  2.12  0.27
C  -1.89  -1.54  0.43
C  -1.59  -0.31  -0.37
O  -1.03  -0.37  -1.51
H  -1.92  -1.31  1.49
H  -2.86  -1.92  0.11
H  -1.13  -2.31  0.26
H  -2.25  0.54  -0.18
C  2.28  -0.61  -1.21
O  1.08  -1.13  -0.65
H  2.10  0.37  -1.68
H  2.67  -1.30  -1.96
H  3.02  -0.49  -0.42
H  0.17  -0.92  -1.27

The calculation puts the relative energy (zero: lowest compared OMol25 entry of this formula, charge and spin) at 422.0 kJ/mol. As for the charge: 0. The HOMO energy is -0.3109 Eh. For the LUMO energy, the calculation gives 0.1 eV. As for the spin multiplicity: 1.



(3)
Here is a 7-piece molecular cluster, C6H26O7 overall from the Open Molecules 2025 dataset. Energies are from wB97M-V/def2-TZVPD.

Geometry (Å):
C  3.69  2.36  -1.81
C  2.45  2.69  -0.98
C  1.86  4.03  -1.35
O  1.46  1.66  -1.11
H  4.53  2.98  -1.51
H  3.53  2.57  -2.87
H  3.95  1.31  -1.72
H  2.70  2.69  0.08
H  1.53  4.08  -2.40
H  2.62  4.80  -1.23
H  0.95  4.24  -0.79
H  1.37  1.39  -2.05
C  -2.41  -1.07  2.57
C  -3.70  -1.64  2.02
C  -4.81  -1.51  3.05
O  -4.00  -0.81  0.88
H  -1.57  -1.20  1.88
H  -2.12  -1.58  3.49
H  -2.56  -0.01  2.73
H  -3.53  -2.67  1.69
H  -4.54  -1.92  4.02
H  -5.76  -1.91  2.69
H  -4.98  -0.44  3.24
H  -4.80  -1.14  0.44
O  -1.82  -1.60  -0.82
H  -2.68  -1.38  -0.43
H  -1.97  -1.67  -1.77
O  3.13  -2.75  -0.71
H  3.11  -3.69  -0.53
H  2.26  -2.42  -0.43
O  0.96  0.36  -3.54
H  1.58  0.53  -4.25
H  1.16  -0.54  -3.25
O  0.90  -0.88  -0.36
H  -0.05  -1.04  -0.37
H  1.01  0.06  -0.60
O  2.48  -1.30  2.31
H  2.47  -0.88  1.44
H  1.60  -1.68  2.38

The calculation puts the relative energy (zero: lowest compared OMol25 entry of this formula, charge and spin) at 41.8 kJ/mol. As for the charge: 0. The HOMO energy is -0.3793 Eh. For the LUMO energy, the calculation gives 0.4 eV. As for the spin multiplicity: 1.



(4)
Here is the molecule C3HBrClNS in a non-equilibrium geometry from the Open Molecules 2025 dataset. Energies are from wB97M-V/def2-TZVPD.

Geometry (Å):
C  0.11  0.54  0.74
C  0.86  -0.26  -0.34
C  0.40  -1.28  -1.00
N  -1.04  0.97  0.64
S  -2.38  1.14  -0.09
Cl  2.46  0.37  -0.53
Br  -1.14  -2.23  -1.01
H  0.73  0.76  1.60

The calculation puts the relative energy (zero: lowest compared OMol25 entry of this formula, charge and spin) at 272.2 kJ/mol. As for the charge: 0. The HOMO energy (spin up / spin down) is -0.3259 / -0.3175 Eh. For the LUMO energy (spin up / spin down), the calculation gives -1.2 / -1.5 eV. As for the spin multiplicity: 1.



(5)
Here is the molecule C5H9NO2 in a non-equilibrium geometry from the Open Molecules 2025 dataset. Energies are from wB97M-V/def2-TZVPD.

Geometry (Å):
C  -2.51  0.77  0.37
C  -1.26  1.03  0.71
C  -0.10  0.02  0.97
C  0.88  0.10  -0.21
N  2.23  0.23  0.29
C  0.65  -0.98  -1.30
O  0.95  -0.76  -2.44
O  0.33  -2.25  -0.91
H  -2.74  -0.25  0.08
H  -3.35  1.43  0.19
H  -0.80  1.95  1.01
H  0.41  0.31  1.89
H  -0.40  -0.99  1.29
H  0.53  0.96  -0.86
H  2.91  0.30  -0.45
H  2.22  0.93  1.01
H  0.06  -2.80  -1.66

The calculation puts the relative energy (zero: lowest compared OMol25 entry of this formula, charge and spin) at 169.2 kJ/mol. As for the charge: 0. The HOMO energy is -0.3495 Eh. For the LUMO energy, the calculation gives 0.8 eV. As for the spin multiplicity: 1.



(6)
Here is an isolated ion of composition C5H14N3 and charge +1 in a non-equilibrium geometry from the Open Molecules 2025 dataset. Energies are from wB97M-V/def2-TZVPD.

Geometry (Å):
C  0.18  -3.17  -0.48
C  0.14  -1.66  -0.67
N  -1.21  -1.15  -0.11
C  1.29  -0.85  -0.14
C  1.10  0.66  -0.41
N  -0.04  1.20  0.32
C  -0.15  2.47  0.38
N  -1.11  3.06  1.12
H  -0.67  -3.69  -0.91
H  0.37  -3.36  0.57
H  1.03  -3.50  -1.07
H  0.01  -1.44  -1.73
H  -1.21  -0.12  -0.01
H  -1.88  -1.41  -0.84
H  -1.41  -1.64  0.76
H  2.22  -1.15  -0.58
H  1.32  -0.96  0.94
H  1.08  0.80  -1.50
H  2.01  1.15  -0.15
H  0.43  3.18  -0.22
H  -1.00  4.05  1.26
H  -1.56  2.50  1.82

The calculation puts the relative energy (zero: lowest compared OMol25 entry of this formula, charge and spin) at 68.6 kJ/mol. As for the charge: +1. The HOMO energy is -0.4728 Eh. For the LUMO energy, the calculation gives -2.8 eV. As for the spin multiplicity: 1.